Entry 1:
Computed, not measured: one molecule with the formula C4H8FIO at a distorted geometry, with ωB97M-V/def2-TZVPD.

XYZ file:
```
15
Properties=species:S:1:pos:R:3:forces:R:3
C 1.0008 -0.8718 0.4571 -1.3 -0.8 0.1
C -0.9128 1.6844 -0.1243 -1.0 -0.7 -1.6
C -0.4271 -0.8078 -0.0823 -1.6 -1.1 -0.9
C -1.3513 0.3068 0.4147 0.8 1.3 1.2
O -1.1312 -2.0804 0.0524 0.5 1.1 0.9
F -1.2704 0.3053 1.8519 -0.3 0.2 -1.4
I -3.4235 -0.0006 -0.0968 0.0 0.1 0.1
H 1.1945 -0.5965 1.4456 -0.4 1.4 1.7
H 1.3528 -1.8687 0.5709 -0.2 -1.3 -0.8
H 1.6706 -0.3911 -0.1678 1.3 1.1 -1.3
H -1.2880 2.5479 0.3789 -0.1 0.2 1.0
H -1.2652 1.8971 -1.1763 0.2 -0.9 0.9
H 0.1464 1.6630 -0.1935 1.1 0.4 0.3
H -0.4525 -0.6200 -1.1667 0.6 -0.2 0.1
H -1.8010 -1.8681 0.7315 0.3 -0.9 -0.3
```
Positions in Å, forces in eV/Å.

Calculated values
LUMO (eV): 0.3
ΔE to the lowest compared entry with this formula, charge and spin (eV): 0.187
Structure (SMILES): C[C@@H](O)[C@](C)(F)I
Net charge: 0
DFT total energy (eV): -17142.512
HOMO-LUMO gap (eV): 10.069


Entry 2:
Computed, not measured: a 4-piece molecular cluster, C28H52O14 overall at a distorted geometry, with ωB97M-V/def2-TZVPD.

XYZ file:
```
94
Properties=species:S:1:pos:R:3:forces:R:3
C 4.9218 -7.6086 -5.4027 -1.5 0.0 0.5
C 3.7444 -7.4878 -4.5358 2.0 -0.5 -1.1
C 3.1627 -8.8611 -3.9393 -1.3 0.0 -1.2
C 2.2500 -8.6891 -2.6457 0.9 -0.3 2.9
C 2.6471 -8.9214 -1.2872 -1.8 0.8 -2.5
C 4.0447 -9.3583 -0.6642 0.0 0.1 -0.6
C 4.6082 -8.2920 0.4338 0.1 -1.3 0.5
O 3.8367 -7.0611 0.4870 2.0 0.6 -2.5
C 4.2531 -6.1212 -0.4910 -3.3 3.9 0.5
O 3.6140 -5.0299 -0.5697 2.8 -4.7 0.3
C 1.3133 -8.6420 -0.4364 1.6 -1.8 2.7
O 1.1058 -9.1249 0.7064 0.3 2.8 -5.1
O 0.4436 -7.8131 -1.2318 0.4 -2.5 -0.7
C 0.6999 -8.2224 -2.5922 0.1 0.0 -3.3
O -0.0830 -8.1991 -3.5766 3.2 0.2 5.1
H 4.8135 -8.0214 -6.4798 0.5 -1.1 2.5
H 5.9806 -7.3684 -5.0470 -1.8 1.5 -1.1
H 3.3061 -6.4438 -4.3668 1.3 -1.6 1.4
H 4.0784 -9.5343 -3.7284 -1.8 1.2 0.0
H 2.5564 -9.3915 -4.7668 0.7 0.6 1.3
H 4.8213 -9.4391 -1.5127 -1.4 0.2 1.1
H 3.9955 -10.4195 -0.2019 -0.2 1.9 -0.6
H 5.7201 -8.0370 0.2312 -1.8 -0.6 0.4
H 4.4840 -8.7915 1.4693 0.3 1.1 -1.7
H 5.1247 -6.2769 -1.2229 -1.0 -0.6 1.4
C 1.3179 -2.7522 0.1057 0.1 0.2 0.1
O 1.9385 -1.5319 -0.2554 -0.2 0.0 -0.3
C 2.9426 -1.7129 -1.2498 -0.1 0.5 0.5
C 3.2116 -0.4012 -1.9785 -0.1 -0.3 -0.2
O 2.2370 -0.1136 -2.9847 -0.1 0.1 0.3
C 0.9676 0.3346 -2.5071 0.1 0.1 -0.3
C 0.9952 1.7694 -1.9954 0.0 -0.4 0.5
O 1.5084 1.8136 -0.6664 0.2 0.1 -0.1
C 1.9557 3.1067 -0.3093 -0.1 -0.3 0.0
H 2.0533 -3.4507 0.5113 -0.1 -0.1 -0.1
H 0.5692 -2.5425 0.8711 0.1 0.1 -0.1
H 0.8139 -3.1962 -0.7589 0.1 -0.1 0.0
H 2.6323 -2.4742 -1.9723 0.0 0.0 0.0
H 3.8564 -2.0450 -0.7418 0.1 -0.1 -0.2
H 4.1591 -0.5035 -2.5166 -0.1 -0.1 0.0
H 3.3260 0.4353 -1.2883 -0.2 -0.1 0.2
H 0.5579 -0.3563 -1.7669 0.1 0.2 0.2
H 0.3039 0.2991 -3.3770 0.1 0.1 0.0
H -0.0247 2.1717 -1.9699 0.0 0.1 -0.2
H 1.6116 2.3845 -2.6604 0.0 0.0 -0.1
H 2.7771 3.4202 -0.9619 0.0 0.1 0.0
H 2.3258 3.0694 0.7167 -0.1 -0.1 -0.1
H 1.1335 3.8278 -0.3637 0.0 0.1 0.0
C -7.1409 3.5960 -0.2564 0.2 -0.1 0.2
O -6.2180 2.7370 0.3844 0.0 0.0 -0.3
C -6.7185 1.4088 0.5138 0.5 0.3 0.4
C -5.5708 0.4240 0.7068 -0.2 -0.2 -0.3
O -4.9196 0.0814 -0.5188 0.0 0.3 0.2
C -4.0578 1.0824 -1.0630 0.1 -0.3 0.0
C -2.7471 1.2206 -0.2990 -0.3 0.5 0.1
O -2.9332 2.0174 0.8672 -0.1 -0.2 0.1
C -1.9009 1.8258 1.8165 -0.1 0.2 -0.1
H -8.0714 3.6552 0.3154 -0.1 0.0 -0.1
H -6.6983 4.5912 -0.3151 0.0 -0.1 0.1
H -7.3461 3.2478 -1.2738 -0.1 0.0 0.0
H -7.2934 1.1286 -0.3745 0.0 -0.1 0.0
H -7.3738 1.3858 1.3936 -0.1 -0.2 0.0
H -5.9920 -0.5142 1.0809 0.0 0.0 -0.1
H -4.8541 0.7709 1.4518 -0.1 0.3 0.0
H -4.5764 2.0384 -1.1623 0.1 0.1 0.2
H -3.8238 0.7407 -2.0764 0.0 -0.1 0.1
H -2.0041 1.7243 -0.9288 0.1 -0.2 -0.1
H -2.3762 0.2270 -0.0239 0.0 0.0 -0.1
H -1.8864 0.7860 2.1589 0.2 0.0 0.0
H -2.1012 2.4689 2.6754 -0.1 0.0 -0.1
H -0.9300 2.0970 1.3891 0.1 -0.1 0.0
C -3.1657 5.5508 1.5518 0.1 -0.1 0.1
O -2.0058 5.8254 2.3163 0.0 0.3 -0.1
C -0.8264 5.8353 1.5184 -0.1 -0.1 0.7
C 0.2807 6.6189 2.2144 0.0 0.1 -0.4
O 0.1412 8.0335 2.0622 -0.2 -0.2 0.2
C -0.8796 8.6444 2.8538 0.3 0.2 0.0
C -0.5094 8.7483 4.3281 -0.4 -0.4 0.0
O -0.7430 7.5070 4.9881 0.3 0.0 0.0
C -0.0344 7.4087 6.2077 -0.2 0.0 -0.2
H -3.0874 4.5695 1.0758 -0.1 0.0 -0.1
H -4.0265 5.5510 2.2216 0.1 0.0 0.0
H -3.3170 6.3264 0.7936 0.0 0.0 -0.1
H -1.0302 6.2831 0.5404 0.0 0.0 -0.1
H -0.5092 4.7933 1.3827 0.1 0.0 -0.2
H 1.2278 6.3690 1.7258 -0.1 0.1 -0.1
H 0.3812 6.3421 3.2643 -0.3 -0.1 0.0
H -1.8421 8.1496 2.7072 0.1 -0.1 0.2
H -0.9808 9.6603 2.4586 0.1 -0.1 0.0
H -1.1374 9.5053 4.8131 0.1 0.2 -0.1
H 0.5439 9.0355 4.4222 0.0 0.0 -0.1
H 1.0446 7.4575 6.0272 0.1 0.1 0.1
H -0.2647 6.4429 6.6600 -0.1 0.1 -0.1
H -0.3388 8.2040 6.8956 0.1 0.0 0.1
```
Positions in Å, forces in eV/Å.

Calculated values
LUMO (eV): -1.1
ΔE to the lowest compared entry with this formula, charge and spin (eV): 13.252
Structure (SMILES): C=CCC1=C(CCOC=O)C(=O)OC1=O.COCCOCCOC.COCCOCCOC.COCCOCCOC
Net charge: 0
DFT total energy (eV): -58531.809
HOMO-LUMO gap (eV): 7.090